Density functional theory data (ωB97M-V/def2-TZVPD) for a 2-piece molecular cluster, C28H35O6 overall at a distorted geometry.

Each line ends with the Löwdin charge.
Geometry (Å):
C 3.561 -1.744 -1.107  -0.0990
C 2.105 -1.834 -0.636  -0.5456
C 1.233 -1.212 -1.735  -0.0604
C 1.781 -3.323 -0.485  -0.0566
C 1.863 -1.114 0.717  -0.1012
C 0.513 -1.112 1.317  -0.3169
O -0.430 -1.799 0.842  -0.1182
C 0.340 -0.288 2.532  -0.1011
C -1.070 -0.097 3.153  -0.5491
C -1.051 0.732 4.443  -0.0975
C -1.650 -1.469 3.510  -0.0584
C -1.996 0.607 2.154  -0.0593
C 1.439 0.297 3.124  -0.0961
C 2.709 0.229 2.550  -0.1478
C 2.905 -0.498 1.376  -0.0962
H 4.241 -2.227 -0.395  0.0763
H 3.672 -2.267 -2.069  0.0764
H 3.882 -0.707 -1.259  0.0781
H 0.172 -1.316 -1.487  0.0607
H 1.472 -0.145 -1.839  0.0841
H 1.432 -1.705 -2.697  0.0722
H 0.793 -3.469 -0.042  0.0417
H 1.832 -3.822 -1.463  0.0765
H 2.514 -3.783 0.191  0.0881
H -0.680 1.749 4.277  0.0769
H -2.076 0.813 4.840  0.0764
H -0.437 0.250 5.214  0.0772
H -1.667 -2.104 2.619  0.0578
H -1.015 -1.950 4.266  0.0910
H -2.669 -1.362 3.908  0.0764
H -2.100 0.005 1.247  0.0741
H -2.989 0.756 2.603  0.0726
H -1.584 1.589 1.889  0.0822
H 1.307 0.831 4.072  0.0856
H 3.553 0.737 3.025  0.0719
H 3.916 -0.585 0.960  0.0858
C -6.569 -4.832 -5.182  -0.0637
O -5.502 -3.872 -5.004  -0.0886
C -4.629 -4.040 -3.982  -0.2659
C -3.667 -3.010 -3.799  -0.0023
C -2.863 -3.001 -2.680  0.0000
C -2.965 -3.997 -1.666  -0.1768
C -2.243 -3.899 -0.409  0.1077
C -2.616 -4.568 0.735  -0.0257
C -1.610 -4.835 1.796  -0.4138
O -0.458 -4.456 1.752  0.1331
O -2.053 -5.495 2.909  0.0692
C -3.265 -6.287 2.792  -0.5293
C -3.040 -7.520 1.937  0.0186
C -3.642 -6.634 4.232  0.0133
O -4.317 -5.464 2.261  0.0718
C -4.057 -4.797 1.086  -0.4012
O -4.994 -4.373 0.444  0.1105
C -3.829 -5.086 -1.949  -0.0245
C -4.641 -5.124 -3.071  -0.0092
H -7.175 -4.392 -5.970  0.0857
H -6.171 -5.800 -5.514  0.0928
H -7.170 -4.957 -4.273  0.0939
H -3.612 -2.220 -4.542  0.1150
H -2.138 -2.204 -2.507  0.1188
H -1.347 -3.288 -0.384  0.1016
H -2.725 -7.261 0.921  0.0912
H -2.277 -8.153 2.407  0.0994
H -3.970 -8.097 1.894  0.0982
H -3.749 -5.719 4.819  0.0978
H -4.581 -7.191 4.256  0.0909
H -2.849 -7.250 4.665  0.0934
H -3.894 -5.908 -1.239  0.1132
H -5.324 -5.970 -3.214  0.1065

M   467.6 g mol⁻¹
Orbital gap   4.51 eV
Charge   -1

---

Density functional theory data (ωB97M-V/def2-TZVPD) for a 2-piece molecular cluster, C5H14PS overall at a distorted geometry.

Each line ends with the Löwdin charge.
Geometry (Å):
C -2.035 -1.499 0.507  -0.1376
C 0.734 1.772 1.921  -0.1524
C 2.778 -0.632 -2.174  0.1504
C -1.232 -1.095 -0.732  -0.3855
C -0.058 0.582 1.424  -0.4903
P -0.043 0.264 -0.347  0.7105
S -0.657 2.049 -1.077  0.5407
H -2.926 -2.092 0.150  0.1164
H -1.505 -1.996 1.307  0.0790
H -2.281 -0.507 0.975  0.0571
H 0.896 1.889 3.041  0.1105
H 1.763 1.601 1.508  0.0948
H 0.091 2.617 1.641  0.0602
H 2.684 0.381 -2.477  -0.0121
H 2.341 -1.240 -2.942  -0.0069
H 3.110 -1.237 -1.336  0.0130
H -1.830 -0.885 -1.559  0.0664
H -0.706 -1.997 -0.860  0.0652
H -1.138 0.497 1.773  0.1019
H 0.411 -0.356 1.735  0.0898
H -0.396 1.885 -2.478  -0.0710

ΔE to the lowest compared entry with this formula, charge and spin   105.5 kcal per mole
M   137.2 g mol⁻¹
Orbital gap (alpha / beta)   9.37 / 5.84 eV
Charge   +1

---

Density functional theory data (ωB97M-V/def2-TZVPD) for a 2-piece molecular cluster, C12H19NOS overall at a distorted geometry.

Each line ends with the Löwdin charge.
Geometry (Å):
C -0.917 1.028 -3.872  -0.1107
C 0.057 1.638 -3.189  -0.1247
C -1.113 -0.248 -3.544  -0.0872
C 0.860 1.152 -2.204  -0.0683
C -0.316 -0.872 -2.551  -0.0245
C 0.692 -0.185 -1.833  -0.2835
C 0.074 -1.486 2.612  -0.1157
C -2.063 -1.059 1.431  -0.1118
C 0.412 2.626 2.441  -0.2608
C 1.447 -0.743 -0.747  -0.1346
C -0.767 -0.474 1.958  -0.4949
C -0.100 0.288 0.764  -0.2423
N 1.696 -2.127 -0.616  0.0832
O 2.180 0.746 2.147  -0.5602
S 1.202 1.468 1.268  0.8352
H -1.488 1.503 -4.603  0.0972
H 0.357 2.699 -3.363  0.1237
H -1.876 -0.950 -3.875  0.1089
H 1.754 1.828 -1.822  0.1559
H -0.536 -1.952 -2.352  0.1150
H 1.048 -1.066 2.861  0.0618
H 0.272 -2.403 2.064  0.0742
H -0.270 -1.768 3.585  0.0733
H -2.546 -1.674 2.208  0.0677
H -2.880 -0.355 1.074  0.0892
H -1.826 -1.840 0.549  0.1193
H -0.323 2.321 3.209  0.0491
H -0.210 3.450 1.927  0.0809
H 1.168 3.002 3.014  -0.0057
H 2.264 -0.135 -0.300  0.0991
H -1.034 0.232 2.821  0.1371
H -0.680 0.630 -0.048  0.0427
H 1.237 -2.790 -1.235  0.0837
H 2.228 -2.481 0.219  0.1276

ΔE to the lowest compared entry with this formula, charge and spin   53.7 kcal per mole
M   225.4 g mol⁻¹
Orbital gap (alpha / beta)   7.47 / 7.48 eV
Charge   0

---

Density functional theory data (ωB97M-V/def2-TZVPD) for C44H44AsBrO2PSr as an isolated structure at a distorted geometry.

Each line ends with the Löwdin charge.
Geometry (Å):
Sr -0.413 0.106 -0.335  1.3239
C -0.768 3.785 1.808  -0.0521
C 0.389 4.700 1.515  -0.2590
C 0.823 5.605 2.474  -0.0615
C 1.818 6.536 2.210  -0.1061
C 2.368 6.595 0.945  -0.1044
C 1.967 5.685 -0.026  -0.1183
C 1.023 4.698 0.243  -0.2911
P 0.456 3.396 -0.952  1.1143
C 1.550 3.458 -2.448  -0.2981
C 2.893 3.838 -2.354  -0.1160
C 3.714 3.908 -3.469  -0.1013
C 3.208 3.562 -4.710  -0.1061
C 1.912 3.080 -4.803  -0.0666
C 1.076 2.990 -3.694  -0.2610
C -0.292 2.370 -3.852  -0.0480
C -1.054 4.237 -1.538  -0.3648
C -0.881 5.539 -2.041  -0.1261
C -1.901 6.245 -2.634  -0.1332
C -3.160 5.619 -2.749  -0.1277
C -3.358 4.364 -2.253  -0.0838
C -2.336 3.595 -1.587  -0.3858
C -2.699 2.365 -1.002  -0.1153
H -1.068 3.849 2.854  0.0840
H -0.541 2.757 1.549  0.0298
H -1.616 4.049 1.166  0.0833
H 0.365 5.579 3.458  0.1040
H 2.150 7.217 2.984  0.0932
H 3.110 7.348 0.705  0.0945
H 2.397 5.769 -1.014  0.0812
H 3.311 4.037 -1.376  0.0923
H 4.744 4.227 -3.368  0.0964
H 3.827 3.639 -5.596  0.0933
H 1.543 2.738 -5.765  0.1030
H -0.346 1.837 -4.804  0.0765
H -1.069 3.135 -3.835  0.0830
H -0.513 1.697 -3.028  0.0412
H 0.103 5.994 -1.970  0.0924
H -1.737 7.250 -3.004  0.0784
H -3.983 6.151 -3.218  0.0870
H -4.340 3.906 -2.331  0.0950
H -3.500 1.849 -1.520  0.0046
H -2.486 2.122 0.027  -0.0023
C -0.006 -3.014 4.800  -0.0223
C 0.322 -1.956 3.747  -0.4458
O 1.503 -1.706 3.520  0.0111
C -0.785 -1.337 3.044  -0.1784
C -2.039 -1.278 3.619  -0.0646
C -3.220 -1.089 2.889  -0.1070
C -3.160 -1.306 1.515  -0.1278
C -1.990 -1.283 0.763  -0.2769
C -0.687 -0.811 1.609  -0.6911
O -0.606 0.552 1.608  -0.4013
H 0.918 -3.481 5.134  0.0743
H -0.666 -3.768 4.373  0.0749
H -0.513 -2.564 5.656  0.0739
H -2.116 -1.444 4.689  0.1044
H -4.171 -1.045 3.405  0.0800
H -4.051 -1.659 0.996  0.1073
H -2.063 -2.185 0.168  0.0640
Br 6.324 -0.521 0.906  0.7069
C 4.476 -0.378 0.497  -0.7080
C 3.589 -0.027 1.499  -0.1112
C 2.231 0.080 1.192  -0.1184
C 1.731 -0.279 -0.094  -0.4788
C 2.688 -0.633 -1.059  -0.1525
C 4.054 -0.681 -0.785  -0.1471
H 3.923 0.101 2.520  0.1074
H 1.554 0.255 2.006  0.0855
H 2.329 -0.915 -2.043  0.0880
H 4.760 -1.012 -1.536  0.0984
C -0.201 -1.909 -1.297  -0.3425
As 0.583 -2.069 0.526  1.2597
C -0.486 -3.675 1.243  -0.1492
C 2.267 -3.066 0.918  -0.1428
C 1.990 -4.318 0.007  -0.2777
C 1.865 -4.118 -1.376  -0.0890
C 1.151 -5.007 -2.177  -0.0863
C 0.658 -6.178 -1.622  -0.1018
C 0.984 -6.503 -0.314  -0.0953
C 1.647 -5.589 0.491  -0.0821
H -0.682 -2.877 -1.462  0.0534
H 0.414 -1.821 -2.195  0.0629
H -1.152 -1.356 -1.163  -0.0327
H -0.706 -4.375 0.439  0.0386
H -1.406 -3.494 1.782  0.0414
H 0.188 -4.137 1.961  0.0248
H 2.264 -3.328 1.968  0.0727
H 3.190 -2.584 0.628  0.0666
H 2.277 -3.205 -1.779  0.0942
H 0.918 -4.732 -3.196  0.1044
H 0.024 -6.835 -2.204  0.0978
H 0.647 -7.440 0.110  0.1016
H 1.822 -5.800 1.538  0.1138

ΔE to the lowest compared entry with this formula, charge and spin   301.3 kcal per mole
M   878.3 g mol⁻¹
Orbital gap   4.72 eV
Charge   -1

---

Here are the calculated energy numbers, same order: -41890.21617, -25525.38089, -27120.44431, -191433.08227 (eV).